(1)
Here is the molecule C5H13N3O from OMol25. Energies are from the ωB97M-V functional and the def2-TZVPD basis.

Last columns: bonded neighbours and bond lengths (Å).
Element x y z (Å)
1 N -0.32 0.50 0.78  C11 1.396, C14 1.467, N18 1.432
2 H 0.20 1.69 -0.85  C14 1.097
3 H -1.54 0.95 -2.18  N13 1.019
4 H 0.92 -2.04 -2.59  C6 1.096
5 H -2.13 -0.27 0.67  N18 1.029
6 C 0.17 -1.29 -2.32  H4 1.096, H16 1.094, H17 1.094, C20 1.521
7 H 1.15 -0.99 -0.46  C20 1.099
8 H 1.61 0.16 -1.70  C20 1.097
9 O 1.62 1.68 1.15  C11 1.235
10 H 1.67 -0.52 2.84  C12 1.095
11 C 0.76 0.90 1.57  N1 1.396, O9 1.235, C12 1.508
12 C 0.91 0.27 2.93  H10 1.095, C11 1.508, H15 1.090, H22 1.093
13 N -1.58 0.68 -1.20  H3 1.019, C14 1.464, H21 1.020
14 C -0.22 0.70 -0.67  N1 1.467, H2 1.097, N13 1.464, C20 1.549
15 H -0.01 -0.17 3.31  C12 1.090
16 H -0.71 -1.82 -1.95  C6 1.094
17 H -0.10 -0.74 -3.23  C6 1.094
18 N -1.30 -0.43 1.26  N1 1.432, H5 1.029, H19 1.023
19 H -0.99 -1.36 0.98  N18 1.023
20 C 0.74 -0.36 -1.26  C6 1.521, H7 1.099, H8 1.097, C14 1.549
21 H -2.09 1.43 -0.73  N13 1.020
22 H 1.25 1.02 3.64  C12 1.093

The calculation puts the energy above the lowest of the compared OMol25 structures with the same formula, charge and spin at 35.9 kcal per mole. For the HOMO energy, the calculation gives -9.10 eV. As for the net charge: 0. The calculation puts the electronic energy at -11913.0580 eV. For the LUMO energy, the calculation gives 0.7649 eV. Its SMILES is CC[C@@H](N)N(N)C(C)=O.

These are the Mulliken partial charges, in e, on atoms 1 to 2: 0.13, 0.33

=====

(2)
Here is the molecule C4H7N3S from OMol25. Energies are from the ωB97M-V functional and the def2-TZVPD basis.

Last columns: bonded neighbours and bond lengths (Å).
Element x y z (Å)
1 H -0.73 -1.49 -1.20  N11 1.019
2 H 1.29 1.29 -2.91  N13 1.009
3 C -0.24 0.23 2.08  S4 1.655, C7 1.496, C10 1.561
4 S -0.27 0.70 3.67  C3 1.655
5 H -1.54 -1.21 1.07  C7 1.076
6 H -0.30 -0.41 -3.06  C15 1.138
7 C -0.50 -1.00 1.28  C3 1.496, H5 1.076, N9 1.416, H12 1.141
8 H -0.21 1.72 0.45  C10 1.075
9 N 0.23 -0.47 0.19  C7 1.416, C10 1.525, N11 1.388
10 C 0.39 0.91 0.83  C3 1.561, H8 1.075, N9 1.525, H14 1.116
11 N -0.52 -0.51 -0.98  H1 1.019, N9 1.388, C15 1.394
12 H -0.11 -2.00 1.67  C7 1.141
13 N 0.95 1.00 -2.01  H2 1.009, C15 1.282
14 H 1.46 1.18 1.01  C10 1.116
15 C 0.09 0.06 -2.10  H6 1.138, N11 1.394, N13 1.282

The calculation puts the energy above the lowest of the compared OMol25 structures with the same formula, charge and spin at 91.5 kcal per mole. For the HOMO energy, the calculation gives -8.48 eV. As for the net charge: 0. The calculation puts the electronic energy at -19563.8092 eV. For the LUMO energy, the calculation gives -0.2916 eV. Its SMILES is [H]/N=C/NN1CC(=S)C1.

These are the Mulliken partial charges, in e, on atoms 1 to 2: 0.31, 0.23

=====

(3)
Here is a cluster of 2 separate species, C4H9N2O2P in total from OMol25. Energies are from the ωB97M-V functional and the def2-TZVPD basis.

Last columns: bonded neighbours and bond lengths (Å).
Element x y z (Å)
1 P -2.89 -1.65 -1.19  N8 1.689, C17 1.883
2 H 3.47 1.73 1.13  C12 1.131
3 C -1.93 0.62 -0.04  H4 1.112, N11 1.442, H13 1.156, C17 1.486
4 H -2.66 0.91 0.75  C3 1.112
5 H 2.81 0.74 2.53  C12 1.081
6 C 2.13 -0.70 -0.24  H9 1.146, O10 1.356, O14 1.177
7 H -0.61 -0.93 -0.48  C17 1.140
8 N -3.02 -0.09 -1.84  P1 1.689, N11 1.308, H15 1.051
9 H 1.07 -0.59 -0.66  C6 1.146
10 O 1.97 0.29 0.68  C6 1.356, C12 1.481
11 N -2.55 0.99 -1.29  C3 1.442, N8 1.308
12 C 3.12 0.71 1.50  H2 1.131, H5 1.081, O10 1.481, H16 1.094
13 H -0.96 1.25 -0.04  C3 1.156
14 O 2.97 -1.48 -0.50  C6 1.177
15 H -3.45 0.07 -2.79  N8 1.051
16 H 3.95 0.00 1.43  C12 1.094
17 C -1.65 -0.84 -0.02  P1 1.883, C3 1.486, H7 1.140, H18 1.132
18 H -1.75 -1.04 1.09  C17 1.132

The calculation puts the energy above the lowest of the compared OMol25 structures with the same formula, charge and spin at 81.7 kcal per mole. For the HOMO energy (spin up / spin down), the calculation gives -7.58 / -7.39 eV. As for the net charge: 0. The calculation puts the electronic energy at -20654.5905 eV. For the LUMO energy (spin up / spin down), the calculation gives 0.0641 / 0.6620 eV.

These are the Mulliken partial charges, in e, on atoms 1 to 2: -0.15, 0.24